(1)
DFT (ωB97M-V/def2-TZVPD) results for an isolated molecule of C2H3ISi in a non-equilibrium geometry.

Last columns: bonded neighbours and bond lengths (Å).
Element x y z (Å)
1 Si 1.08 0.22 0.14  C2 1.863, H5 1.613, H6 1.502, H7 1.413
2 C -0.46 -0.38 -0.73  Si1 1.863, C3 1.410
3 C -1.80 -0.28 -0.31  C2 1.410, I4 2.031
4 I -3.81 -0.45 -0.12  C3 2.031
5 H 2.38 0.01 -0.78  Si1 1.613
6 H 1.34 -0.71 1.29  Si1 1.502
7 H 1.27 1.58 0.50  Si1 1.413

Multiplicity ... 1
SMILES string ... [SiH3]C#CI
Total energy ... -18096.53858 eV
Largest force on an atom ... 10.41 eV/Å
Highest occupied orbital energy ... -9.44 eV

(2)
DFT (ωB97M-V/def2-TZVPD) results for a cluster of 21 separate species, C37H112O25P in total in a non-equilibrium geometry.

Last columns: bonded neighbours and bond lengths (Å).
Element x y z (Å)
1 C 5.58 0.82 -2.78  C2 1.304, H24 1.079, H25 1.078
2 C 5.22 1.97 -2.28  C1 1.304, C3 1.492, H26 1.081
3 C 4.40 2.89 -3.12  C2 1.492, O4 1.164, O5 1.365
4 O 4.61 3.04 -4.25  C3 1.164
5 O 3.36 3.55 -2.54  C3 1.365, C6 1.441
6 C 3.73 4.87 -2.10  O5 1.441, C7 1.543, H27 1.088, H28 1.087
7 C 4.11 4.94 -0.60  C6 1.543, C8 1.531, H29 1.087, H30 1.091
8 C 3.54 3.79 0.22  C7 1.531, C9 1.531, H31 1.093, H32 1.089
9 C 2.19 4.15 0.85  C8 1.531, C10 1.550, H33 1.085, H34 1.086
10 C 1.07 4.12 -0.22  C9 1.550, C11 1.557, H35 1.088, H36 1.093
11 C 0.02 2.98 -0.07  C10 1.557, P12 1.830, H37 1.097, H38 1.087
12 P -0.31 2.21 -1.69  C11 1.830, C13 1.788, C15 1.815, O19 1.593
13 C -1.94 1.47 -1.56  P12 1.788, C14 1.332, H39 1.088
14 C -2.31 0.41 -2.27  C13 1.332, H40 1.083, H41 1.090
15 C -0.43 3.51 -2.95  P12 1.815, C16 1.572, H42 1.093, H43 1.087
16 C -0.21 3.09 -4.45  C15 1.572, C17 1.507, O18 1.433, H44 1.092
17 C -0.64 1.69 -4.80  C16 1.507, H45 1.087, H46 1.089, H47 1.090
18 O -1.03 3.94 -5.25  C16 1.433, H48 0.966
19 O 0.86 1.17 -1.97  P12 1.593, C20 1.444
20 C 0.95 0.13 -0.97  O19 1.444, C21 1.541, H49 1.092, H50 1.093
21 C 1.54 -1.18 -1.52  C20 1.541, C22 1.528, O23 1.410, H51 1.088
22 C 2.29 -1.03 -2.84  C21 1.528, H52 1.085, H53 1.090, H54 1.088
23 O 2.33 -1.77 -0.51  C21 1.410, H55 0.970
24 H 6.46 0.30 -2.42  C1 1.079
25 H 4.97 0.38 -3.55  C1 1.078
26 H 5.45 2.31 -1.28  C2 1.081
27 H 4.53 5.30 -2.70  C6 1.088
28 H 2.86 5.51 -2.26  C6 1.087
29 H 3.78 5.91 -0.23  C7 1.087
30 H 5.19 4.97 -0.51  C7 1.091
31 H 4.22 3.61 1.05  C8 1.093
32 H 3.47 2.84 -0.31  C8 1.089
33 H 1.99 3.45 1.65  C9 1.085
34 H 2.21 5.14 1.29  C9 1.086
35 H 0.56 5.08 -0.33  C10 1.088
36 H 1.57 3.95 -1.17  C10 1.093
37 H -0.90 3.36 0.39  C11 1.097
38 H 0.44 2.26 0.62  C11 1.087
39 H -2.67 1.92 -0.89  C13 1.088
40 H -3.18 0.42 -2.91  C14 1.083
41 H -1.71 -0.50 -2.25  C14 1.090
42 H -1.44 3.92 -2.87  C15 1.093
43 H 0.25 4.35 -2.75  C15 1.087
44 H 0.82 3.31 -4.73  C16 1.092
45 H -1.72 1.56 -4.75  C17 1.087
46 H -0.13 0.90 -4.24  C17 1.089
47 H -0.37 1.53 -5.84  C17 1.090
48 H -1.04 4.83 -4.88  O18 0.966
49 H 1.60 0.48 -0.17  C20 1.092
50 H -0.01 -0.10 -0.49  C20 1.093
51 H 0.72 -1.89 -1.67  C21 1.088
52 H 3.06 -1.79 -2.94  C22 1.085
53 H 1.59 -1.14 -3.66  C22 1.090
54 H 2.74 -0.04 -2.88  C22 1.088
55 H 3.15 -1.26 -0.40  O23 0.970
56 C 6.13 7.81 -2.21  O57 1.427, H58 1.088, H59 1.092, H60 1.092
57 O 4.71 7.93 -2.09  C56 1.427, H61 0.963
58 H 6.40 6.76 -2.10  C56 1.088
59 H 6.46 8.16 -3.19  C56 1.092
60 H 6.63 8.39 -1.43  C56 1.092
61 H 4.50 8.86 -2.19  O57 0.963
62 C -5.90 0.13 -0.67  O63 1.434, H64 1.088, H65 1.092, H66 1.089
63 O -5.05 1.25 -0.98  C62 1.434, H67 0.963
64 H -5.53 -0.73 -1.21  C62 1.088
65 H -5.86 -0.07 0.40  C62 1.092
66 H -6.92 0.34 -0.97  C62 1.089
67 H -5.39 2.01 -0.49  O63 0.963
68 C 1.88 5.09 -5.21  O69 1.421, H70 1.089, H71 1.098, H72 1.094
69 O 2.29 3.83 -5.74  C68 1.421, H73 0.966
70 H 1.00 5.43 -5.76  C68 1.089
71 H 1.62 4.98 -4.15  C68 1.098
72 H 2.68 5.82 -5.32  C68 1.094
73 H 3.06 3.55 -5.23  O69 0.966
74 C -4.00 3.96 -6.59  O75 1.425, H76 1.087, H77 1.093, H78 1.090
75 O -4.91 4.76 -5.84  C74 1.425, H79 0.963
76 H -3.94 2.98 -6.12  C74 1.087
77 H -4.35 3.85 -7.62  C74 1.093
78 H -3.01 4.42 -6.58  C74 1.090
79 H -4.95 5.63 -6.26  O75 0.963
80 C -3.42 1.81 2.16  O81 1.435, H82 1.084, H83 1.088, H84 1.094
81 O -2.55 2.94 1.95  C80 1.435, H85 0.963
82 H -3.01 0.95 1.64  C80 1.084
83 H -3.50 1.59 3.22  C80 1.088
84 H -4.42 2.03 1.76  C80 1.094
85 H -2.94 3.69 2.42  O81 0.963
86 C 5.29 -3.96 0.20  O87 1.432, H88 1.084, H89 1.089, H90 1.095
87 O 4.89 -2.76 0.88  C86 1.432, H91 0.963
88 H 6.37 -3.99 0.17  C86 1.084
89 H 4.92 -4.83 0.74  C86 1.089
90 H 4.90 -3.95 -0.82  C86 1.095
91 H 3.93 -2.76 0.90  O87 0.963
92 C -0.82 3.69 -7.48  O93 1.426, H94 1.087, H95 1.094, H96 1.093
93 O -1.70 4.63 -6.87  C92 1.426, H97 0.964
94 H -0.18 4.22 -8.18  C92 1.087
95 H -0.21 3.20 -6.72  C92 1.094
96 H -1.40 2.94 -8.03  C92 1.093
97 H -2.26 4.14 -6.26  O93 0.964
98 C -3.39 -1.41 4.65  O99 1.434, H100 1.087, H101 1.091, H102 1.092
99 O -3.27 -0.94 3.30  C98 1.434, H103 0.963
100 H -3.99 -0.69 5.21  C98 1.087
101 H -3.90 -2.38 4.66  C98 1.091
102 H -2.41 -1.50 5.11  C98 1.092
103 H -2.74 -1.59 2.82  O99 0.963
104 C 6.23 4.98 -7.22  O105 1.421, H106 1.087, H107 1.094, H108 1.095
105 O 6.23 3.55 -7.23  C104 1.421, H109 0.962
106 H 6.85 5.32 -8.04  C104 1.087
107 H 5.21 5.36 -7.36  C104 1.094
108 H 6.64 5.36 -6.28  C104 1.095
109 H 5.68 3.26 -6.50  O105 0.962
110 C 2.30 -5.71 2.30  O111 1.426, H112 1.087, H113 1.094, H114 1.094
111 O 2.46 -6.31 1.01  C110 1.426, H115 0.963
112 H 2.06 -6.49 3.02  C110 1.087
113 H 3.23 -5.21 2.60  C110 1.094
114 H 1.48 -4.99 2.27  C110 1.094
115 H 2.67 -5.59 0.40  O111 0.963
116 C -7.41 -0.64 4.22  O117 1.428, H118 1.087, H119 1.091, H120 1.095
117 O -6.67 -1.82 3.92  C116 1.428, H121 0.964
118 H -8.19 -0.91 4.93  C116 1.087
119 H -6.76 0.11 4.67  C116 1.091
120 H -7.87 -0.24 3.31  C116 1.095
121 H -5.98 -1.57 3.29  O117 0.964
122 C 7.45 -7.64 0.12  O123 1.430, H124 1.084, H125 1.093, H126 1.091
123 O 6.60 -6.60 0.61  C122 1.430, H127 0.964
124 H 8.30 -7.19 -0.37  C122 1.084
125 H 7.79 -8.27 0.94  C122 1.093
126 H 6.91 -8.25 -0.61  C122 1.091
127 H 5.85 -7.03 1.04  O123 0.964
128 C -10.37 0.12 -0.38  O129 1.428, H130 1.086, H131 1.092, H132 1.092
129 O -9.06 0.67 -0.41  C128 1.428, H133 0.963
130 H -10.41 -0.64 0.39  C128 1.086
131 H -11.11 0.90 -0.16  C128 1.092
132 H -10.61 -0.33 -1.35  C128 1.092
133 H -9.04 1.35 -1.10  O129 0.963
134 C 1.61 3.47 4.68  O135 1.428, H136 1.088, H137 1.092, H138 1.093
135 O 0.98 4.18 3.61  C134 1.428, H139 0.963
136 H 2.63 3.24 4.38  C134 1.088
137 H 1.63 4.08 5.58  C134 1.092
138 H 1.07 2.54 4.89  C134 1.093
139 H 0.08 4.38 3.89  O135 0.963
140 C 0.57 -9.20 4.44  O141 1.424, H142 1.088, H143 1.091, H144 1.093
141 O 0.16 -8.01 5.12  C140 1.424, H145 0.963
142 H 1.66 -9.23 4.41  C140 1.088
143 H 0.20 -10.07 4.97  C140 1.091
144 H 0.18 -9.19 3.42  C140 1.093
145 H -0.80 -8.01 5.14  O141 0.963
146 C -1.75 -11.40 6.79  O147 1.431, H148 1.088, H149 1.092, H150 1.087
147 O -2.45 -10.63 5.81  C146 1.431, H151 0.962
148 H -0.76 -11.62 6.40  C146 1.088
149 H -1.65 -10.83 7.72  C146 1.092
150 H -2.27 -12.33 6.98  C146 1.087
151 H -3.33 -10.44 6.18  O147 0.962
152 C -5.99 2.39 6.74  O153 1.434, H154 1.087, H155 1.093, H156 1.093
153 O -5.46 1.57 5.69  C152 1.434, H157 0.962
154 H -6.71 1.81 7.30  C152 1.087
155 H -5.18 2.71 7.40  C152 1.093
156 H -6.49 3.27 6.32  C152 1.093
157 H -4.83 2.09 5.20  O153 0.962
158 C -3.88 -14.16 9.35  O159 1.426, H160 1.087, H161 1.092, H162 1.093
159 O -3.07 -13.01 9.12  C158 1.426, H163 0.963
160 H -3.51 -14.97 8.73  C158 1.087
161 H -3.84 -14.46 10.40  C158 1.092
162 H -4.92 -13.95 9.07  C158 1.093
163 H -3.42 -12.30 9.68  O159 0.963
164 C 10.11 -7.26 -3.17  O165 1.425, H166 1.087, H167 1.092, H168 1.093
165 O 8.91 -7.89 -2.73  C164 1.425, H169 0.963
166 H 10.78 -7.17 -2.32  C164 1.087
167 H 10.59 -7.85 -3.95  C164 1.092
168 H 9.89 -6.26 -3.56  C164 1.093
169 H 8.33 -7.97 -3.49  O165 0.963
170 C -8.29 6.10 5.80  O171 1.428, H172 1.086, H173 1.092, H174 1.092
171 O -7.72 4.83 5.48  C170 1.428, H175 0.963
172 H -8.77 6.02 6.77  C170 1.086
173 H -7.52 6.87 5.85  C170 1.092
174 H -9.04 6.38 5.06  C170 1.092
175 H -7.30 4.92 4.62  O171 0.963

Multiplicity ... 1
Charge ... +1
Total energy ... -100637.76676 eV
Largest force on an atom ... 7.87 eV/Å
Highest occupied orbital energy ... -10.53 eV

(3)
DFT (ωB97M-V/def2-TZVPD) results for an isolated molecule of C5H13NO2 in a non-equilibrium geometry.

Last columns: bonded neighbours and bond lengths (Å).
Element x y z (Å)
1 C 1.51 -0.59 2.09  C2 1.529, H9 1.094, H10 1.098, H11 1.080
2 C 0.77 -1.58 1.19  C1 1.529, O3 1.458, C4 1.529, H12 1.090
3 O -0.02 -2.36 2.14  C2 1.458, H13 0.966
4 C -0.21 -0.92 0.23  C2 1.529, C5 1.535, H14 1.099, H15 1.084
5 C 0.34 0.20 -0.66  C4 1.535, N6 1.475, H16 1.091, H17 1.090
6 N -0.44 1.44 -0.50  C5 1.475, C7 1.429, H18 1.011
7 C -1.34 1.81 -1.55  N6 1.429, O8 1.451, H19 1.078, H20 1.082
8 O -0.74 1.92 -2.86  C7 1.451, H21 0.970
9 H 1.30 0.46 1.85  C1 1.094
10 H 2.60 -0.60 1.91  C1 1.098
11 H 1.31 -0.84 3.12  C1 1.080
12 H 1.41 -2.32 0.71  C2 1.090
13 H -0.47 -3.07 1.66  O3 0.966
14 H -0.59 -1.73 -0.42  C4 1.099
15 H -1.06 -0.61 0.82  C4 1.084
16 H 0.38 -0.08 -1.72  C5 1.091
17 H 1.33 0.44 -0.29  C5 1.090
18 H 0.21 2.20 -0.36  N6 1.011
19 H -2.11 1.06 -1.63  C7 1.078
20 H -1.73 2.81 -1.39  C7 1.082
21 H 0.10 1.44 -2.94  O8 0.970

Multiplicity ... 1
SMILES string ... C[C@@H](O)CCNCO
Total energy ... -10979.92713 eV
Largest force on an atom ... 1.48 eV/Å
Highest occupied orbital energy ... -9.39 eV